P | # C42H36MnNOP2S

C42H36MnNOP2S as an isolated structure (ωB97M-V/def2-TZVPD, the Open Molecules 2025 dataset).

Geometry as XYZ:
```
84
Properties=species:S:1:pos:R:3:mulliken_charge:R:1
Mn 0.26182 -0.81902 -0.62848 -0.095
C 2.65565 0.51538 1.48855 -0.798
P 2.83063 1.35101 -0.15386 -0.123
C 4.65952 1.44533 -0.29149 0.622
C 5.54303 1.26935 0.76792 -0.093
C 6.91324 1.40459 0.57182 -0.736
C 7.41393 1.71119 -0.68186 -0.445
C 6.53854 1.89730 -1.74580 -0.687
C 5.17501 1.77590 -1.54729 -0.412
C 2.60523 -0.11268 -1.28559 0.306
C 1.72296 -0.00902 -2.37397 -0.937
C 1.54188 -1.07865 -3.25977 -0.306
C 2.27030 -2.24515 -3.09063 -0.625
C 3.17889 -2.34611 -2.04020 -0.573
C 3.33687 -1.29993 -1.14678 -0.249
C 1.26426 0.02954 1.78367 0.307
C 0.82952 -0.72751 2.85633 -0.658
C -0.57898 -0.82697 2.74699 -1.341
C -0.93303 -0.12297 1.61705 0.722
C -2.27492 0.11326 0.98363 -1.193
P -2.25361 -0.63759 -0.70299 0.920
C -3.35825 0.35797 -1.73822 0.893
C -2.95314 1.65710 -2.04525 -0.577
C -3.76085 2.47502 -2.81699 -0.741
C -4.97226 1.99579 -3.29895 -0.494
C -5.37421 0.70154 -3.00549 -0.729
C -4.57150 -0.11859 -2.22476 -0.529
C -3.00292 -2.28605 -0.59950 0.646
C -2.56302 -3.24682 -1.51022 -0.602
C -3.10282 -4.52375 -1.50276 -0.486
C -4.08196 -4.85539 -0.57483 -0.459
C -4.52542 -3.90486 0.33387 -1.001
C -3.99086 -2.62388 0.32086 -0.225
N 0.19130 0.41030 1.00814 -0.670
H 2.93688 1.27898 2.22182 0.688
H 3.38090 -0.29622 1.59526 0.445
H 5.17880 1.03312 1.75885 0.330
H 7.58822 1.26999 1.40705 0.389
H 8.48039 1.81393 -0.83153 0.388
H 6.92103 2.14796 -2.72653 0.389
H 4.49931 1.94114 -2.38038 0.333
H 1.20622 0.93110 -2.55007 0.580
H 0.85505 -0.97404 -4.08999 0.565
H 2.14519 -3.06977 -3.77961 0.471
H 3.76305 -3.25022 -1.92142 0.539
H 4.05812 -1.38535 -0.34178 0.451
H 1.44474 -1.12215 3.65171 0.615
H -1.24642 -1.33551 3.42694 0.504
H -2.44862 1.18201 0.83311 0.377
H -3.08934 -0.26623 1.59881 0.571
H -2.00526 2.03315 -1.67262 0.404
H -3.44502 3.48404 -3.04594 0.406
H -5.60189 2.63290 -3.90555 0.387
H -6.31698 0.32778 -3.38221 0.416
H -4.89222 -1.12741 -1.99826 0.362
H -1.78884 -2.99303 -2.22627 0.335
H -2.76243 -5.25987 -2.21972 0.458
H -4.50273 -5.85226 -0.56519 0.401
H -5.29607 -4.15675 1.05089 0.470
H -4.35542 -1.89206 1.03029 0.384
O 0.46931 -2.79313 -0.21889 0.747
S 1.39997 -3.44487 0.80991 0.102
C 0.31917 -4.09215 2.06130 0.543
C -1.00045 -4.39125 1.76315 0.353
C -1.80475 -4.88995 2.77586 -0.647
C -1.28844 -5.08223 4.05136 -0.652
C 0.03530 -4.77223 4.33011 -0.773
C 0.84983 -4.26437 3.32961 -0.547
C 1.89288 -4.94938 0.00048 0.614
C 1.07603 -5.52915 -0.96020 -0.185
C 1.49922 -6.69766 -1.57044 -0.846
C 2.71726 -7.26968 -1.21716 -0.514
C 3.52313 -6.67510 -0.25876 -0.763
C 3.11450 -5.49758 0.35452 -0.412
H -1.39395 -4.21867 0.76948 -0.148
H -2.83948 -5.12728 2.56801 0.491
H -1.92565 -5.47027 4.83488 0.443
H 0.43020 -4.91224 5.32709 0.433
H 1.87734 -3.99119 3.53806 0.464
H 0.13630 -5.06136 -1.22462 0.254
H 0.87986 -7.16749 -2.32290 0.461
H 3.04019 -8.18331 -1.69805 0.422
H 4.47222 -7.12026 0.00689 0.444
H 3.74120 -5.01290 1.09391 0.427
```

Values from the calculation:
Total charge = +1
E_LUMO (alpha / beta) = -2.28 / -2.61 eV
⟨S²⟩ = 8.76
Spin multiplicity = 6
Orbital gap (alpha / beta) = 7.6216 / 7.3578 eV

---

Q | # C42H36MnNOP2S

C42H36MnNOP2S as an isolated structure (ωB97M-V/def2-TZVPD, the Open Molecules 2025 dataset).

Geometry as XYZ:
```
84
Properties=species:S:1:pos:R:3:mulliken_charge:R:1
Mn 0.00633 -1.18274 -0.41598 1.104
C -1.99540 -0.91400 2.43991 0.707
P -3.00073 -2.34373 1.80890 -0.319
C -4.64898 -1.57708 1.58732 0.022
C -4.96877 -0.26791 1.93823 0.271
C -6.25391 0.22255 1.73779 -0.744
C -7.23074 -0.58564 1.17790 -0.506
C -6.92508 -1.89590 0.83210 -0.676
C -5.64845 -2.38843 1.04618 -0.271
C -2.45066 -2.31831 0.03574 0.311
C -1.47772 -3.24767 -0.36172 -0.604
C -0.97927 -3.25216 -1.66724 -0.985
C -1.47569 -2.34471 -2.60462 -0.187
C -2.46531 -1.44339 -2.23086 -1.021
C -2.94077 -1.42578 -0.92338 0.338
C -0.55293 -1.24478 2.64398 -0.761
C 0.13331 -1.37899 3.82692 -1.057
C 1.47259 -1.71065 3.49077 -1.339
C 1.52894 -1.76812 2.11954 -0.294
C 2.67884 -2.18656 1.24574 -0.912
P 2.53729 -1.42281 -0.41428 1.700
C 3.61911 -2.36826 -1.50938 0.208
C 3.10978 -2.86510 -2.70518 -0.188
C 3.91899 -3.60331 -3.55869 -0.686
C 5.23929 -3.84696 -3.21496 -0.495
C 5.75576 -3.35144 -2.02300 -0.767
C 4.95118 -2.61171 -1.17345 -0.302
C 3.33788 0.20121 -0.24356 0.521
C 3.99523 0.77619 -1.33020 -0.670
C 4.57414 2.03103 -1.21106 -0.804
C 4.48868 2.72779 -0.01296 -0.685
C 3.82647 2.16447 1.06888 -0.392
C 3.25427 0.90436 0.95885 -0.703
N 0.29200 -1.47042 1.58150 1.189
H -2.43094 -0.64938 3.40622 1.061
H -2.12519 -0.05072 1.77866 -1.101
H -4.22242 0.38123 2.37626 0.386
H -6.49252 1.23892 2.02540 0.425
H -8.23057 -0.20236 1.02291 0.400
H -7.68675 -2.53734 0.40865 0.404
H -5.42317 -3.41914 0.79359 0.394
H -1.10117 -3.95804 0.36451 0.399
H -0.22895 -3.97860 -1.95372 0.424
H -1.10059 -2.35285 -3.61949 0.479
H -2.85833 -0.74292 -2.95642 0.465
H -3.71071 -0.71592 -0.64234 0.482
H -0.28007 -1.26598 4.81744 0.544
H 2.28474 -1.91380 4.17159 0.529
H 2.67454 -3.26856 1.07482 0.490
H 3.63665 -1.93345 1.70448 0.541
H 2.07736 -2.66781 -2.97233 0.345
H 3.51942 -3.98559 -4.48853 0.426
H 5.87197 -4.42312 -3.87697 0.387
H 6.78753 -3.54198 -1.75950 0.421
H 5.36010 -2.21781 -0.25038 0.364
H 4.07586 0.23444 -2.26527 0.497
H 5.10132 2.45962 -2.05380 0.439
H 4.94683 3.70386 0.08150 0.443
H 3.76718 2.69986 2.00779 0.471
H 2.75189 0.46415 1.81407 0.324
O -0.21098 0.63283 -1.31259 -0.456
S -1.20027 1.79580 -1.24133 -0.020
C -1.36916 2.15823 0.49004 0.737
C -0.28926 1.98936 1.34653 -0.167
C -0.46889 2.23217 2.69671 -0.562
C -1.70558 2.66159 3.16768 -0.757
C -2.77127 2.83971 2.29699 -0.750
C -2.61219 2.57254 0.94373 -0.469
C -0.25461 3.19668 -1.78386 0.496
C 1.12518 3.21529 -1.64465 0.353
C 1.80885 4.34749 -2.05709 -0.436
C 1.11929 5.43005 -2.59000 -0.675
C -0.26074 5.38872 -2.72745 -0.654
C -0.95944 4.25910 -2.32876 -0.541
H 0.66853 1.65461 0.96753 0.161
H 0.35130 2.07589 3.38428 0.481
H -1.83920 2.85219 4.22437 0.433
H -3.73096 3.17056 2.67150 0.442
H -3.44407 2.67437 0.25676 0.449
H 1.65208 2.35971 -1.24023 -0.118
H 2.88549 4.38291 -1.96159 0.349
H 1.66415 6.30865 -2.90849 0.408
H -0.79261 6.22788 -3.15422 0.405
H -2.03533 4.20596 -2.44472 0.446
```

Values from the calculation:
Total charge = +1
E_LUMO (alpha / beta) = -2.41 / -2.47 eV
⟨S²⟩ = 8.76
Spin multiplicity = 6
Orbital gap (alpha / beta) = 7.2093 / 7.1403 eV

---

Stability summary: most stable Q, least stable P.

---

P | # C2H2FN3O

A 2-piece molecular cluster, C2H2FN3O overall (ωB97M-V/def2-TZVPD, the Open Molecules 2025 dataset).

Geometry as XYZ:
```
9
Properties=species:S:1:pos:R:3:mulliken_charge:R:1
C -1.14916 -0.27951 -1.95365 -0.163
C 1.39821 0.38716 1.38098 0.703
N -0.90029 0.01809 -0.84091 0.633
N -0.77244 0.16114 0.32924 -0.998
N 1.47404 -0.82581 1.25475 -0.262
O 1.58119 1.40514 1.86574 -0.356
F 0.94321 -1.69424 0.31616 -0.110
H -1.08655 -0.03543 -3.01503 0.320
H -1.48821 0.86346 0.66273 0.233
```

Values from the calculation:
Total charge = 0
E_LUMO = 0.48 eV
Orbital gap = 9.7831 eV

---

Q | # C2H2FN3O

An isolated molecule of C2H2FN3O (ωB97M-V/def2-TZVPD, the Open Molecules 2025 dataset).

Geometry as XYZ:
```
9
Properties=species:S:1:pos:R:3:mulliken_charge:R:1
C 0.75013 0.24565 1.20585 0.573
C -0.58865 -0.05017 -0.47762 0.524
H 1.06429 -0.71309 -1.63215 0.222
H -2.42081 0.24822 -0.73278 0.264
N 1.55672 -0.18476 0.31881 -0.561
N 0.71004 -0.37928 -0.74509 0.148
N -1.59568 -0.07125 -1.23514 -0.670
O -0.54324 0.34240 0.87393 -0.285
F 1.06720 0.56227 2.42420 -0.216
```

Values from the calculation:
Total charge = 0
E_LUMO = 0.77 eV
SMILES string = [H]/N=c1/[nH]nc(F)o1
Orbital gap = 9.7812 eV

---

Stability summary: most stable Q, least stable P.

---

P | # C5H12NP

C5H12NP as an isolated structure (ωB97M-V/def2-TZVPD, the Open Molecules 2025 dataset).

Geometry as XYZ:
```
19
Properties=species:S:1:pos:R:3:mulliken_charge:R:1
C 1.54368 0.16554 1.28291 -0.813
C 2.42144 0.28847 0.08076 -0.684
C 0.82741 -0.02036 -0.01912 1.234
C 0.46237 -1.42867 -0.39593 -1.200
C 0.03090 1.02132 -0.52966 -1.281
N -3.41292 -0.63683 0.49878 -0.641
P -2.28543 0.35852 -0.12362 0.257
H 1.60527 -0.77961 1.90996 0.205
H 1.33480 1.07090 1.89765 0.245
H 2.60132 1.05653 -0.64477 0.382
H 3.07607 -0.57986 -0.13491 0.220
H -0.71612 -1.48172 -0.55286 0.335
H 0.70820 -1.99731 0.43876 0.368
H 0.95315 -1.80844 -1.39429 0.233
H -0.08800 1.16615 -1.64621 0.345
H 0.03946 2.07761 -0.12374 0.406
H -3.91472 -0.15959 1.18789 0.226
H -2.57652 -0.10720 -1.51057 0.088
H -2.61035 1.79455 -0.22104 0.073
```

Values from the calculation:
Total charge = 0
E_LUMO (alpha / beta) = -0.28 / -0.28 eV
Orbital gap (alpha / beta) = 7.3890 / 7.3909 eV

---

Q | # C5H12NP

A 2-piece molecular cluster, C5H12NP overall (ωB97M-V/def2-TZVPD, the Open Molecules 2025 dataset).

Geometry as XYZ:
```
19
Properties=species:S:1:pos:R:3:mulliken_charge:R:1
C -1.94552 0.29648 0.10215 0.869
C -2.37287 1.73736 0.16634 -1.159
C -2.63610 -0.54940 -0.92211 -1.149
C 3.12752 -1.40945 0.29247 -0.783
C 3.64479 -0.12558 -0.24750 -0.098
N -1.05069 -0.23093 0.81262 -0.680
P 2.92205 1.37795 -0.17592 -0.100
H -3.45603 1.81354 0.25437 0.333
H -2.07541 2.24310 -0.75225 0.285
H -1.91042 2.24548 1.01022 0.345
H -2.11892 -0.45524 -1.87614 0.264
H -3.66712 -0.22956 -1.05785 0.323
H -2.60495 -1.59188 -0.62143 0.347
H 3.75242 -1.73450 1.12666 0.247
H 2.10116 -1.31296 0.64254 0.223
H 3.17147 -2.18945 -0.46702 0.254
H -0.61361 0.39740 1.48678 0.229
H 4.61810 -0.17788 -0.72230 0.313
H 1.75066 0.96684 0.47861 -0.063
```

Values from the calculation:
Total charge = 0
E_LUMO = 0.60 eV
SMILES string = [H]/P=C\C.CC(C)=N
Orbital gap = 9.8180 eV

---

Stability summary: most stable Q, least stable P.